ORCA calculation (ωB97M-V/def2-TZVPD) on a cluster of 10 separate species, C45H109NO19 in total.

Computed properties:
E_HOMO in eV: -8.2
SMILES: CC1(C)CCCC(C)(C)N1O.COCCOC.COCCOC.COCCOC.COCCOC.COCCOC.COCCOC.COCCOC.COCCOC.COCCOC
Relative energy (zero: lowest compared OMol25 entry of this formula, charge and spin) in kcal/mol: 14.64
LUMO level in eV: 0.36
E in Ha: -3263.62104
Charge: 0
Kohn-Sham gap in eV: 8.59

Each line ends with the Mulliken charge.
Positions of all 174 atoms, in Å:
H: 3.05624 2.79356 -6.62237  0.27
H: -7.11386 -6.09906 2.44393  0.26
H: -9.12846 -1.30714 8.02631  0.28
O: -6.28282 -7.98475 2.94879  -0.39
H: 8.07258 1.39732 -1.92271  0.32
H: 0.95542 4.12059 0.33582  0.43
H: 6.43959 3.32361 -5.83714  0.36
H: -7.46786 -1.31620 7.54538  0.22
H: 7.79273 2.51653 -3.98337  0.36
C: 5.85429 3.09799 9.84589  -0.49
H: -8.74650 -2.61685 -2.77342  0.34
H: 3.81617 -8.23425 0.62458  0.40
H: 0.26423 -8.17123 -8.95191  0.26
H: 0.83373 1.73403 3.21482  0.47
C: -4.21477 -0.52657 7.36563  -0.73
C: 0.44787 2.13926 1.14785  1.33
C: -2.05693 0.64730 0.16080  -1.10
C: -0.72251 -1.41652 0.10313  -1.90
C: -2.10271 2.16003 0.55042  -0.67
H: -4.02447 -0.88914 8.37580  0.31
H: 2.66791 -11.26431 1.93486  0.23
H: 8.30915 -0.18413 9.42441  0.32
H: 2.97384 -10.45611 0.35613  0.29
H: 3.76383 4.16892 -5.94020  0.31
O: -5.30955 -9.36324 0.11188  -0.32
O: 1.72019 0.23595 0.58627  -0.42
O: 6.59533 0.73081 10.04404  -0.30
H: -3.06137 2.20976 1.06676  0.37
H: 1.63135 -6.87058 -5.27234  0.31
C: 1.32973 2.26816 2.40439  -1.90
H: 1.03422 -6.55583 -8.82024  0.30
H: 3.73907 9.55539 -6.63574  0.29
H: -3.88247 -10.60792 -0.87070  0.30
C: 7.31110 0.74516 -2.35041  -0.82
C: -8.30203 -3.97805 -4.26947  -0.53
H: -6.83740 -9.81584 2.02058  0.33
H: -7.63323 1.66155 6.73834  0.33
H: 4.55152 -10.22732 -5.23220  0.26
H: 6.57831 8.16105 -9.54328  0.24
H: 3.90193 -6.75097 -5.67410  0.41
H: -0.99208 -0.33387 -2.19457  0.49
O: 6.39483 3.68587 10.95315  -0.41
O: 5.72362 9.47491 -8.17031  -0.25
H: 4.87484 2.77528 10.19893  0.35
C: -1.01246 2.53833 1.58181  -1.17
O: -5.50512 -0.00709 7.04768  -0.30
H: -1.07687 -1.69739 1.09491  0.43
H: 2.34811 -7.71254 1.43179  0.31
H: -5.06949 10.05444 -0.83962  0.25
H: 5.09989 -9.49045 -6.65005  0.30
H: 7.56635 2.26789 11.99871  0.20
O: 0.93472 -7.71059 -7.06447  -0.34
H: 5.80881 2.22840 12.27179  0.29
H: 5.65236 3.89805 9.13368  0.31
C: 2.57243 -10.34129 1.36299  -0.69
O: -9.02329 -4.52820 -5.45899  -0.31
H: 0.69004 -0.24254 -1.75443  0.41
H: -1.46690 10.44984 -0.79661  0.35
C: -0.27612 0.23976 -1.60597  -1.90
C: 4.62000 -9.24631 -5.70232  -0.75
H: 6.51449 1.94133 8.20418  0.45
H: 0.50901 2.97601 -0.89375  0.33
C: -2.03788 11.09186 3.06076  -0.77
O: 5.10144 10.67324 -5.57198  -0.31
H: 5.79410 3.87840 -4.31309  0.34
H: -0.34408 1.27479 -1.94090  0.37
C: 4.82081 10.55561 -8.06369  -0.57
C: -0.65401 0.13181 -0.16549  1.66
C: 2.55352 -6.21639 4.02464  -0.71
C: 3.35780 -8.08608 1.60236  -0.45
O: 3.34888 -9.43427 2.14404  -0.31
H: 2.31686 1.80653 2.38045  0.34
H: 0.30604 -1.76513 0.19624  0.44
C: 1.05564 3.07517 0.04403  -1.63
O: 6.32749 1.44980 -3.14737  -0.23
H: 1.44346 3.27021 2.81797  0.39
C: -7.40142 1.53582 7.79597  -0.53
O: 3.28086 -8.67447 -5.88172  -0.31
H: 7.73280 2.33138 9.42224  0.33
H: 5.29721 11.50405 -8.31188  0.38
H: -7.33776 -7.43885 1.22769  0.30
O: -3.43618 11.35584 -0.98988  -0.40
H: -3.65949 -8.79318 -1.06849  0.32
H: 2.13366 3.02728 -0.10983  0.47
H: -4.89002 -9.53969 -1.85548  0.26
H: -5.63248 0.85048 8.91762  0.36
O: -8.21575 0.54984 8.37082  -0.38
H: -8.24003 0.32953 -4.77742  0.24
C: -5.88783 1.06399 7.87968  -0.51
C: -1.87709 11.86912 0.81275  -0.50
H: 7.78122 -0.06444 -2.90865  0.31
H: -4.19297 -8.50859 1.74113  0.33
H: -1.17564 -2.05788 -0.65281  0.38
H: -7.71076 2.42463 8.34589  0.32
H: 1.68126 -6.66665 3.55080  0.27
C: -2.02968 11.36303 -0.60311  -0.55
H: 2.08516 0.79708 -0.10188  0.36
C: 4.09560 -7.02003 2.42916  -0.61
H: 5.22214 9.00925 -10.09364  0.31
H: -3.50976 9.41457 -0.34187  0.29
C: -8.85840 -0.41136 -4.27065  -0.72
C: 1.91535 -6.87147 -6.32468  -0.67
H: 3.28828 11.24262 -6.63727  0.40
H: 6.74592 -0.76906 8.63785  0.27
H: -10.02685 -2.68301 -4.02957  0.32
H: 5.32982 10.39157 -3.54394  0.24
H: 6.90245 3.55266 12.90231  0.24
H: 1.84217 -5.83713 -6.66068  0.41
H: -1.14133 2.15426 2.59373  0.42
C: -8.95324 -2.68652 -3.84137  -0.43
H: 4.05617 10.43636 -8.83128  0.39
H: 1.94410 -8.11771 -8.87557  0.26
H: -5.38127 1.98871 7.60328  0.40
C: 4.03216 3.19477 -6.34901  -0.74
H: -3.49613 0.26292 7.14574  0.31
C: 3.30403 -7.37567 -6.33771  -0.39
H: -7.24644 -3.90895 -4.53225  0.34
H: 6.76698 9.92969 -9.81089  0.29
H: -0.84982 12.21219 0.93562  0.45
C: 6.66519 2.87542 12.08184  -0.57
O: 4.66615 2.43794 -5.32454  -0.29
C: 7.25325 -0.42852 9.54049  -0.73
H: -1.99352 2.87768 -0.26269  0.36
H: -4.30869 10.56564 0.69962  0.19
H: -8.26452 -4.67001 -3.42811  0.35
H: -2.53963 12.01504 3.35074  0.31
H: -8.79655 -6.60130 -5.51629  0.28
C: -4.80935 -9.36621 1.47161  -0.50
C: 6.71748 1.96325 9.27489  -0.51
H: -2.59172 12.67658 0.97216  0.34
H: 1.52581 -10.06469 1.23575  0.30
C: 6.90356 1.97628 -4.30837  -0.55
H: 6.95900 0.32179 -1.40973  0.28
O: -8.34977 -1.68580 -4.57825  -0.29
H: 3.70062 10.80225 -4.10841  0.29
H: -8.78404 -0.23959 -3.19684  0.30
H: 7.18046 1.29594 -5.11371  0.31
H: -0.98440 11.13032 3.33788  0.29
H: -5.88388 -6.70399 1.32575  0.24
H: 4.36749 9.15076 -4.34747  0.30
N: 0.42001 0.70316 0.76945  0.09
H: 3.73317 -7.17538 -7.31945  0.34
O: -2.18593 10.75402 1.70081  -0.29
H: 4.60131 3.26741 -7.27577  0.30
C: -8.49311 -5.70039 -6.04957  -0.70
H: 4.13425 -6.10350 1.84047  0.40
C: 4.59343 10.21691 -4.32836  -0.70
H: 2.36127 -6.05435 5.08525  0.28
H: 7.26208 -1.21330 10.29689  0.24
C: -4.13221 10.30935 -0.34502  -0.56
H: -5.70641 -9.95817 3.34582  0.31
H: 5.15093 -7.29140 2.45632  0.32
H: 2.59287 -5.18966 3.66079  0.30
C: 5.89721 2.99920 -4.94905  -0.54
C: 6.10240 9.13845 -9.46393  -0.75
C: -6.69609 -6.99797 1.99057  -0.64
H: -0.88396 3.61916 1.63996  0.42
H: -8.63514 -0.41431 6.61990  0.28
H: -2.56238 0.09314 0.95170  0.42
O: 3.77917 -6.89489 3.85140  -0.33
H: -2.65521 0.56008 -0.74615  0.32
H: -4.15526 -10.23444 1.55176  0.48
H: -9.00463 -5.93933 -6.98197  0.26
C: -8.33748 -0.66559 7.63791  -0.62
C: 4.14377 10.56734 -6.65245  -0.55
C: -5.99012 -9.32824 2.50273  -0.49
C: 1.06754 -7.59498 -8.49285  -0.69
H: -7.40846 -5.66179 -6.15028  0.28
H: 5.28209 -8.61092 -5.11407  0.30
H: -2.43753 10.34314 3.74471  0.26
H: -4.01977 -1.38404 6.72156  0.25
C: -4.34845 -9.62346 -0.91325  -0.78
H: -1.52474 12.16256 -1.14522  0.35
H: -9.89518 -0.34987 -4.60141  0.29

Cartesian forces, eV/Å:
H 0.2 -0.7 0.3
H 0.0 -0.5 0.4
H -0.1 0.5 0.5
O -0.1 -0.3 0.3
H 0.4 0.6 -0.7
H -0.3 0.1 0.3
H 0.0 0.3 -0.3
H 0.4 0.5 0.4
H 0.3 0.4 -0.4
C -1.0 -1.4 0.3
H -0.1 0.5 0.3
H 0.3 0.8 -0.2
H -0.4 0.3 0.3
H -0.1 -0.2 0.0
C 0.1 0.4 -0.8
C 0.3 -0.4 -0.1
C 0.6 2.1 -0.3
C 1.6 0.0 0.9
C 0.6 -0.9 1.4
H -0.7 0.3 0.4
H -0.3 -0.2 -0.4
H 0.2 -0.1 -0.7
H 0.3 -0.1 -0.1
H 0.4 0.5 -0.2
O 0.4 0.2 0.6
O -0.3 -0.5 -0.5
O -0.8 0.8 -0.4
H -0.2 0.9 -0.3
H -0.7 -0.2 -0.1
C -0.3 -0.5 1.0
H 0.1 0.1 -0.1
H -0.3 -0.2 0.4
H 0.2 0.1 0.3
C -0.1 0.2 0.1
C -0.7 -1.8 -1.6
H -0.4 0.2 0.0
H -0.2 0.1 -0.3
H -0.5 0.3 0.4
H 0.4 0.1 0.7
H 0.1 0.3 0.3
H 0.0 0.0 -0.1
O 1.7 1.5 1.4
O -0.3 -0.5 1.5
H -0.5 -0.8 -0.6
C 1.5 0.1 -1.1
O -0.4 -0.5 0.4
H -0.6 0.4 0.0
H -0.4 -0.3 0.0
H 0.1 0.5 -0.2
H -0.1 0.5 -0.4
H 0.0 -0.3 -0.5
O 1.3 1.2 0.2
H 0.0 -0.1 0.3
H 0.4 -0.1 -0.3
C 0.7 0.2 0.6
O 0.5 0.7 1.2
H 0.2 0.4 -0.2
H -0.4 -0.4 0.1
C -0.4 0.3 -0.6
C -1.0 -0.1 -0.4
H -0.1 -0.9 -0.1
H 0.2 -0.1 -0.1
C 0.3 -0.2 0.5
O -0.5 0.4 -1.0
H -0.3 0.0 0.3
H 0.5 0.0 -0.3
C 0.1 0.3 0.6
C 0.5 -1.9 1.4
C -0.2 0.9 0.5
C -0.4 -0.8 0.4
O -0.5 1.4 0.0
H 0.0 0.1 -0.6
H 0.3 0.0 -0.4
C -0.9 0.2 0.3
O 0.6 -1.5 1.2
H -0.1 0.3 -0.6
C 1.0 -2.4 -0.2
O 1.9 -1.8 0.3
H 0.4 -0.1 -0.3
H 0.4 0.2 0.2
H -0.8 -0.1 0.4
O 1.5 -0.3 -0.3
H 0.7 -0.1 0.7
H 0.0 -0.7 -0.1
H -0.4 -0.5 0.0
H -0.1 -0.1 0.2
O -0.7 -1.2 0.4
H -0.2 -0.1 -0.1
C -0.8 1.9 0.5
C -0.4 -2.0 0.5
H 0.1 0.1 -0.2
H 0.2 0.4 -0.5
H -0.3 0.5 -0.1
H 1.0 0.2 0.0
H 0.1 -0.5 0.0
C -1.0 1.6 0.2
H 0.5 0.1 -0.5
C 1.6 -1.6 0.9
H -0.2 0.5 -0.4
H 0.0 -0.2 0.0
C 0.3 -0.2 -0.1
C -2.0 -0.5 -0.2
H 0.3 0.5 0.3
H 0.4 -0.1 -0.2
H -0.2 -0.3 0.2
H 0.1 0.1 -0.2
H -0.5 0.1 0.1
H 0.1 0.1 -0.3
H -0.4 -0.2 -0.2
C 0.7 -1.0 -0.5
H -0.5 -0.1 0.1
H 0.5 0.3 0.2
H 0.8 0.1 -0.1
C -0.6 0.2 0.6
H 0.4 -0.1 0.0
C 0.5 0.9 -0.5
H 0.1 0.7 -0.2
H 0.1 -0.1 -0.7
H 0.1 0.1 0.4
C 0.1 0.3 -0.1
O -0.1 -0.4 -0.4
C 0.2 1.0 0.3
H -0.4 -0.3 -0.3
H -0.3 -0.1 0.0
H -0.7 -0.5 0.0
H 0.0 0.3 -0.3
H 0.4 -0.1 0.9
C -0.6 -0.1 -0.3
C 0.2 0.1 0.8
H 0.1 0.2 0.1
H -0.2 0.2 0.4
C -1.4 1.6 -0.2
H -1.2 -0.1 -0.4
O 0.6 1.0 -0.4
H -0.3 -0.2 0.4
H -0.2 0.2 0.2
H 0.0 -0.8 0.3
H 0.3 0.4 -0.1
H 0.7 0.3 0.4
H -0.2 -0.1 -0.1
N -1.9 0.4 0.9
H 0.3 -0.8 -0.5
O 0.2 0.9 0.0
H 0.4 0.1 0.1
C -0.5 -0.3 0.6
H -0.8 0.5 0.3
C -0.2 0.5 -0.5
H 0.1 -0.6 0.1
H -0.5 0.1 0.1
C 0.2 -0.4 0.4
H -0.1 0.6 0.3
H 0.1 -0.3 0.1
H 0.3 0.2 -0.5
C 1.5 -0.6 0.1
C -0.2 0.3 -0.5
C 0.7 -1.3 -1.1
H -0.7 0.2 0.3
H 0.0 0.0 -0.3
H 0.4 -0.1 0.0
O -0.7 0.2 -2.1
H -0.1 -0.3 0.0
H -0.2 -0.3 0.4
H 0.3 0.9 -0.5
C -0.5 0.0 -0.7
C 1.4 -1.6 -0.7
C 0.8 0.7 -1.6
C -0.1 -0.7 0.7
H 0.0 0.0 -0.2
H -0.2 0.2 0.1
H -0.3 -0.4 -0.6
H -0.2 0.2 -0.2
C -1.0 0.9 -0.4
H -0.4 -0.1 -0.8
H -0.2 0.3 0.1